Here is a 13-piece molecular cluster, C64H167N13O19 overall at a distorted geometry from the Open Molecules 2025 dataset. Energies are from ωB97M-V with the def2-TZVPD basis set.

Computed properties:
orbital gap: 8.99 eV
DFT total energy: -4679.4861 Eh
LUMO level: 0.5815 eV
energy relative to the best compared isomer or geometry (same formula, charge and spin): 2.939 eV
highest occupied orbital energy: -8.41 eV

Each atom is followed by the atoms it is bonded to, with distances in Å.
Positions of all 263 atoms, in Å:
1 C -4.676 3.138 -7.558  C2 1.508, H7 1.126, H8 1.089, H9 1.106
2 C -4.044 3.054 -6.191  C1 1.508, C3 1.567, N6 1.499, H10 1.061
3 C -2.513 2.719 -6.195  C2 1.567, O4 1.375, H11 1.114, H12 1.125
4 O -2.224 1.446 -6.627  C3 1.375, C5 1.429
5 C -0.898 1.056 -6.264  O4 1.429, H13 1.116, H14 1.066, H15 1.115
6 N -4.258 4.343 -5.458  C2 1.499, H16 1.048, H17 1.023
7 H -5.789 3.303 -7.517  C1 1.126
8 H -4.513 2.254 -8.174  C1 1.089
9 H -4.260 3.988 -8.131  C1 1.106
10 H -4.434 2.235 -5.641  C2 1.061
11 H -2.115 2.761 -5.156  C3 1.114
12 H -1.914 3.499 -6.742  C3 1.125
13 H -0.806 1.027 -5.152  C5 1.116
14 H -0.223 1.751 -6.708  C5 1.066
15 H -0.753 0.046 -6.714  C5 1.115
16 H -3.611 4.278 -4.637  N6 1.048
17 H -3.978 5.026 -6.167  N6 1.023
18 C 4.215 -2.668 1.583  C19 1.533, H24 1.110, H25 1.090, H26 1.112
19 C 5.178 -3.741 1.061  C18 1.533, C20 1.520, N23 1.439, H27 1.101
20 C 5.861 -3.381 -0.248  C19 1.520, O21 1.439, H28 1.078, H29 1.151
21 O 4.964 -2.756 -1.185  C20 1.439, C22 1.404
22 C 5.327 -2.840 -2.539  O21 1.404, H30 1.110, H31 1.100, H32 1.131
23 N 6.170 -4.159 2.015  C19 1.439, H33 0.989, H34 1.022
24 H 3.442 -2.251 0.903  C18 1.110
25 H 4.771 -1.859 2.056  C18 1.090
26 H 3.696 -3.068 2.481  C18 1.112
27 H 4.614 -4.662 0.842  C19 1.101
28 H 6.167 -4.292 -0.736  C20 1.078
29 H 6.832 -2.802 -0.036  C20 1.151
30 H 5.333 -3.900 -2.869  C22 1.110
31 H 6.317 -2.421 -2.772  C22 1.100
32 H 4.502 -2.238 -3.025  C22 1.131
33 H 6.803 -3.485 2.365  N23 0.989
34 H 6.730 -4.969 1.741  N23 1.022
35 C 0.627 -9.162 -1.439  C36 1.492, H41 1.093, H42 1.075, H43 1.091
36 C 0.917 -7.930 -0.648  C35 1.492, C37 1.484, N40 1.502, H44 1.105
37 C 1.556 -8.284 0.643  C36 1.484, O38 1.416, H45 1.087, H46 1.079
38 O 1.744 -7.138 1.454  C37 1.416, C39 1.459
39 C 2.479 -7.319 2.701  O38 1.459, H47 1.065, H48 1.066, H49 1.061
40 N 1.736 -6.936 -1.420  C36 1.502, H50 1.027, H51 1.034
41 H 1.554 -9.727 -1.562  C35 1.093
42 H 0.438 -8.863 -2.454  C35 1.075
43 H -0.283 -9.659 -1.099  C35 1.091
44 H -0.009 -7.417 -0.334  C36 1.105
45 H 2.538 -8.645 0.346  C37 1.087
46 H 0.955 -8.990 1.195  C37 1.079
47 H 3.200 -8.102 2.668  C39 1.065
48 H 1.718 -7.589 3.396  C39 1.066
49 H 2.936 -6.377 2.871  C39 1.061
50 H 1.668 -6.069 -0.873  N40 1.027
51 H 2.746 -7.155 -1.430  N40 1.034
52 C 1.363 3.036 -3.075  C53 1.514, H58 1.130, H59 1.082, H60 1.154
53 C 1.680 3.696 -1.750  C52 1.514, C54 1.582, N57 1.471, H61 1.063
54 C 1.661 5.274 -1.869  C53 1.582, O55 1.441, H62 1.085, H63 1.107
55 O 1.974 5.882 -0.600  C54 1.441, C56 1.419
56 C 1.756 7.276 -0.754  O55 1.419, H64 1.103, H65 1.070, H66 1.099
57 N 0.806 3.141 -0.706  C53 1.471, H67 1.028, H68 1.039
58 H 0.302 3.223 -3.416  C52 1.130
59 H 1.450 1.957 -3.063  C52 1.082
60 H 2.134 3.492 -3.802  C52 1.154
61 H 2.677 3.468 -1.461  C53 1.063
62 H 0.731 5.716 -2.211  C54 1.085
63 H 2.489 5.585 -2.535  C54 1.107
64 H 2.475 7.778 -1.422  C56 1.103
65 H 1.935 7.693 0.215  C56 1.070
66 H 0.731 7.459 -1.105  C56 1.099
67 H -0.170 3.325 -0.974  N57 1.028
68 H 1.020 3.736 0.119  N57 1.039
69 C -5.429 -0.599 -1.864  C70 1.528, H75 1.102, H76 1.089, H77 1.111
70 C -5.130 -0.486 -0.370  C69 1.528, C71 1.582, N74 1.491, H78 1.073
71 C -6.080 0.695 0.083  C70 1.582, O72 1.415, H79 1.135, H80 1.069
72 O -5.606 1.955 -0.357  C71 1.415, C73 1.428
73 C -6.624 2.928 -0.121  O72 1.428, H81 1.093, H82 1.075, H83 1.089
74 N -5.554 -1.742 0.314  C70 1.491, H84 0.999, H85 0.993
75 H -4.788 -1.351 -2.353  C69 1.102
76 H -5.050 0.229 -2.462  C69 1.089
77 H -6.516 -0.685 -2.075  C69 1.111
78 H -4.149 -0.111 -0.150  C70 1.073
79 H -6.206 0.716 1.211  C71 1.135
80 H -7.005 0.479 -0.405  C71 1.069
81 H -7.395 2.829 -0.890  C73 1.093
82 H -6.226 3.922 -0.224  C73 1.075
83 H -7.107 2.751 0.838  C73 1.089
84 H -5.210 -2.557 -0.149  N74 0.999
85 H -5.094 -1.846 1.188  N74 0.993
86 C -1.116 0.199 -1.055  C87 1.529, H92 1.101, H93 1.124, H94 1.087
87 C -0.708 -0.118 0.384  C86 1.529, C88 1.516, N91 1.479, H95 1.074
88 C 0.308 -1.228 0.570  C87 1.516, O89 1.411, H96 1.088, H97 1.065
89 O -0.167 -2.443 0.032  C88 1.411, C90 1.451
90 C 0.775 -3.536 0.189  O89 1.451, H98 1.067, H99 1.084, H100 1.088
91 N -0.122 0.989 1.172  C87 1.479, H101 1.018, H102 1.023
92 H -0.351 0.260 -1.845  C86 1.101
93 H -1.553 1.232 -1.128  C86 1.124
94 H -1.940 -0.427 -1.389  C86 1.087
95 H -1.605 -0.506 0.829  C87 1.074
96 H 0.514 -1.386 1.627  C88 1.088
97 H 1.261 -0.965 0.175  C88 1.065
98 H 1.584 -3.529 -0.506  C90 1.067
99 H 0.130 -4.399 0.073  C90 1.084
100 H 1.128 -3.637 1.214  C90 1.088
101 H 0.544 1.501 0.596  N91 1.018
102 H -0.863 1.658 1.397  N91 1.023
103 C 0.906 -4.260 -6.242  C104 1.580, H109 1.092, H110 1.087, H111 1.070
104 C 1.438 -4.509 -4.776  C103 1.580, C105 1.519, N108 1.431, H112 1.053
105 C 1.210 -3.343 -3.830  C104 1.519, O106 1.385, H113 1.135, H114 1.133
106 O 1.770 -2.210 -4.397  C105 1.385, C107 1.386
107 C 1.438 -0.946 -3.935  O106 1.386, H115 1.112, H116 1.126, H117 1.100
108 N 0.855 -5.700 -4.237  C104 1.431, H118 1.032, H119 0.987
109 H 1.607 -3.662 -6.829  C103 1.092
110 H -0.079 -3.816 -6.361  C103 1.087
111 H 0.853 -5.219 -6.712  C103 1.070
112 H 2.464 -4.745 -4.771  C104 1.053
113 H 1.642 -3.575 -2.807  C105 1.135
114 H 0.112 -3.191 -3.592  C105 1.133
115 H 2.093 -0.393 -4.644  C107 1.112
116 H 1.747 -0.719 -2.877  C107 1.126
117 H 0.361 -0.802 -4.107  C107 1.100
118 H 1.301 -5.994 -3.354  N108 1.032
119 H -0.131 -5.734 -4.233  N108 0.987
120 C -2.885 3.422 -1.826  O121 1.386, H129 1.110, H130 1.092, H131 1.100
121 O -1.982 4.023 -0.963  C120 1.386, C122 1.438
122 C -2.633 4.890 -0.018  O121 1.438, C123 1.520, H132 1.099, H133 1.110
123 C -2.324 6.334 -0.377  C122 1.520, N124 1.424, H134 1.120, H135 1.121
124 N -2.854 6.738 -1.636  C123 1.424, C125 1.405, H136 0.988
125 C -3.053 8.125 -1.742  N124 1.405, C126 1.502, H137 1.121, H138 1.077
126 C -3.330 8.558 -3.153  C125 1.502, O127 1.388, H139 1.113, H140 1.090
127 O -2.385 8.146 -4.084  C126 1.388, C128 1.395
128 C -1.096 8.639 -3.885  O127 1.395, H141 1.088, H142 1.091, H143 1.118
129 H -2.370 3.112 -2.760  C120 1.110
130 H -3.647 4.121 -2.177  C120 1.092
131 H -3.378 2.554 -1.365  C120 1.100
132 H -2.241 4.616 0.972  C122 1.099
133 H -3.741 4.838 -0.044  C122 1.110
134 H -1.254 6.661 -0.319  C123 1.120
135 H -2.882 6.981 0.350  C123 1.121
136 H -2.237 6.463 -2.357  N124 0.988
137 H -2.169 8.726 -1.404  C125 1.121
138 H -3.873 8.419 -1.108  C125 1.077
139 H -3.385 9.669 -3.168  C126 1.113
140 H -4.285 8.109 -3.425  C126 1.090
141 H -0.466 8.186 -4.647  C128 1.088
142 H -0.718 8.184 -2.968  C128 1.091
143 H -1.116 9.755 -3.963  C128 1.118
144 C 3.571 7.086 2.969  O145 1.380, H153 1.132, H154 1.074, H155 1.084
145 O 4.166 5.855 3.165  C144 1.380, C146 1.413
146 C 4.672 5.200 2.020  O145 1.413, C147 1.502, H156 1.117, H157 1.081
147 C 5.282 3.911 2.494  C146 1.502, N148 1.436, H158 1.136, H159 1.106
148 N 4.375 3.047 3.195  C147 1.436, C149 1.481, H160 1.017
149 C 3.079 2.702 2.569  N148 1.481, C150 1.555, H161 1.101, H162 1.105
150 C 1.958 2.271 3.557  C149 1.555, O151 1.449, H163 1.079, H164 1.101
151 O 2.372 1.393 4.633  C150 1.449, C152 1.429
152 C 2.861 0.183 4.052  O151 1.429, H165 1.108, H166 1.093, H167 1.088
153 H 4.244 7.848 2.471  C144 1.132
154 H 3.514 7.500 3.958  C144 1.074
155 H 2.575 7.026 2.548  C144 1.084
156 H 5.310 5.916 1.447  C146 1.117
157 H 3.880 4.974 1.319  C146 1.081
158 H 6.120 4.124 3.230  C147 1.136
159 H 5.609 3.400 1.569  C147 1.106
160 H 4.229 3.334 4.160  N148 1.017
161 H 3.160 1.910 1.808  C149 1.101
162 H 2.616 3.566 2.060  C149 1.105
163 H 1.224 1.756 2.956  C150 1.079
164 H 1.560 3.181 4.032  C150 1.101
165 H 3.276 -0.343 4.935  C152 1.108
166 H 3.601 0.406 3.279  C152 1.093
167 H 1.988 -0.304 3.624  C152 1.088
168 C -2.881 -2.411 -4.389  O169 1.365, H177 1.072, H178 1.073, H179 1.116
169 O -3.074 -3.386 -3.453  C168 1.365, C170 1.427
170 C -2.391 -3.251 -2.207  O169 1.427, C171 1.494, H180 1.064, H181 1.102
171 C -2.651 -4.428 -1.324  C170 1.494, N172 1.423, H182 1.051, H183 1.092
172 N -3.995 -4.577 -0.881  C171 1.423, C173 1.435, H184 0.987
173 C -4.058 -5.222 0.399  N172 1.435, C174 1.503, H185 1.080, H186 1.117
174 C -3.543 -6.635 0.387  C173 1.503, O175 1.412, H187 1.052, H188 1.118
175 O -4.024 -7.318 -0.752  C174 1.412, C176 1.374
176 C -3.230 -8.395 -1.064  O175 1.374, H189 1.082, H190 1.120, H191 1.069
177 H -1.838 -2.165 -4.427  C168 1.072
178 H -3.481 -1.545 -4.189  C168 1.073
179 H -3.152 -2.805 -5.397  C168 1.116
180 H -2.837 -2.429 -1.699  C170 1.064
181 H -1.297 -3.209 -2.330  C170 1.102
182 H -2.026 -4.224 -0.504  C171 1.051
183 H -2.317 -5.385 -1.731  C171 1.092
184 H -4.487 -5.167 -1.501  N172 0.987
185 H -5.048 -5.242 0.829  C173 1.080
186 H -3.429 -4.691 1.153  C173 1.117
187 H -3.845 -7.199 1.222  C174 1.052
188 H -2.428 -6.638 0.311  C174 1.118
189 H -3.242 -9.129 -0.269  C176 1.082
190 H -2.177 -8.082 -1.280  C176 1.120
191 H -3.640 -8.805 -1.963  C176 1.069
192 C -4.983 -2.648 6.794  O193 1.345, H201 1.091, H202 1.104, H203 1.095
193 O -4.383 -2.080 5.733  C192 1.345, C194 1.472
194 C -3.055 -1.509 6.010  O193 1.472, C195 1.497, H204 1.088, H205 1.112
195 C -2.189 -1.685 4.801  C194 1.497, N196 1.512, H206 1.118, H207 1.108
196 N -1.898 -3.154 4.589  C195 1.512, C197 1.463, H208 0.999
197 C -1.205 -3.477 3.342  N196 1.463, C198 1.506, H209 1.095, H210 1.163
198 C -0.971 -4.958 3.199  C197 1.506, O199 1.438, H211 1.115, H212 1.087
199 O -2.212 -5.642 3.449  C198 1.438, C200 1.402
200 C -1.834 -6.977 3.651  O199 1.402, H213 1.100, H214 1.094, H215 1.095
201 H -6.038 -2.832 6.584  C192 1.091
202 H -5.099 -2.119 7.756  C192 1.104
203 H -4.500 -3.569 7.135  C192 1.095
204 H -2.545 -2.022 6.822  C194 1.088
205 H -3.194 -0.420 6.188  C194 1.112
206 H -1.258 -1.081 4.932  C195 1.118
207 H -2.618 -1.259 3.873  C195 1.108
208 H -2.727 -3.711 4.630  N196 0.999
209 H -0.232 -2.979 3.288  C197 1.095
210 H -1.808 -3.149 2.403  C197 1.163
211 H -0.144 -5.172 3.915  C198 1.115
212 H -0.660 -5.225 2.193  C198 1.087
213 H -1.336 -7.487 2.813  C200 1.100
214 H -2.770 -7.531 3.774  C200 1.094
215 H -1.188 -7.104 4.526  C200 1.095
216 C 3.298 0.552 -0.942  O217 1.402, H225 1.062, H226 1.131, H227 1.057
217 O 4.412 1.267 -0.479  C216 1.402, C218 1.439
218 C 5.625 0.495 -0.437  O217 1.439, C219 1.468, H228 1.096, H229 1.113
219 C 6.651 1.167 0.369  C218 1.468, N220 1.505, H230 1.128, H231 1.073
220 N 6.613 0.809 1.830  C219 1.505, C221 1.453, H232 1.054
221 C 7.665 1.548 2.508  N220 1.453, C222 1.534, H233 1.092, H234 1.092
222 C 9.035 0.867 2.616  C221 1.534, O223 1.417, H235 1.100, H236 1.091
223 O 9.772 0.713 1.416  C222 1.417, C224 1.425
224 C 10.550 1.850 1.049  O223 1.425, H237 1.061, H238 1.112, H239 1.091
225 H 3.136 -0.348 -0.401  C216 1.062
226 H 3.364 0.366 -2.055  C216 1.131
227 H 2.442 1.160 -0.815  C216 1.057
228 H 5.969 0.296 -1.459  C218 1.096
229 H 5.491 -0.518 0.005  C218 1.113
230 H 6.640 2.291 0.282  C219 1.128
231 H 7.578 0.832 -0.057  C219 1.073
232 H 5.702 1.159 2.228  N220 1.054
233 H 7.387 1.715 3.551  C221 1.092
234 H 7.816 2.541 2.078  C221 1.092
235 H 8.864 -0.161 2.970  C222 1.100
236 H 9.619 1.433 3.343  C222 1.091
237 H 10.935 2.209 1.970  C224 1.061
238 H 10.058 2.615 0.411  C224 1.112
239 H 11.396 1.526 0.441  C224 1.091
240 C -5.439 1.244 5.229  O241 1.400, H249 1.127, H250 1.102, H251 1.098
241 O -4.259 1.026 4.509  C240 1.400, C242 1.422
242 C -4.555 0.928 3.122  O241 1.422, C243 1.513, H252 1.105, H253 1.157
243 C -3.315 1.350 2.364  C242 1.513, N244 1.505, H254 1.093, H255 1.097
244 N -2.659 2.681 2.617  C243 1.505, C245 1.443, H256 1.036
245 C -2.008 2.869 3.891  N244 1.443, C246 1.520, H257 1.111, H258 1.118
246 C -1.095 4.084 3.927  C245 1.520, O247 1.419, H259 1.061, H260 1.116
247 O -1.819 5.303 3.853  C246 1.419, C248 1.396
248 C -0.957 6.372 4.101  O247 1.396, H261 1.100, H262 1.094, H263 1.140
249 H -5.823 2.295 5.092  C240 1.127
250 H -5.185 1.157 6.298  C240 1.102
251 H -6.235 0.524 4.995  C240 1.098
252 H -5.422 1.563 2.865  C242 1.105
253 H -4.941 -0.138 2.889  C242 1.157
254 H -3.646 1.417 1.325  C243 1.093
255 H -2.520 0.594 2.401  C243 1.097
256 H -3.362 3.432 2.494  N244 1.036
257 H -1.515 1.906 4.144  C245 1.111
258 H -2.719 2.958 4.750  C245 1.118
259 H -0.486 4.044 3.059  C246 1.061
260 H -0.553 4.070 4.902  C246 1.116
261 H -0.473 6.386 5.089  C248 1.100
262 H -1.559 7.279 3.993  C248 1.094
263 H -0.154 6.409 3.294  C248 1.140